#P
Below is a cluster of 2 separate species, C3H7NO in total, with properties calculated with the ωB97M-V functional and the def2-TZVPD basis.

Element x y z (Å)
C1 1.13 -1.34 0.52
C2 1.41 -1.26 -0.77
H1 0.24 -1.78 0.96
H2 1.75 -0.88 1.29
H3 0.60 -1.47 -1.47
H4 2.33 -0.84 -1.15
C3 -1.60 0.72 -0.05
N1 -0.72 1.70 0.39
O1 -1.84 0.58 -1.22
H5 -2.21 0.18 0.69
H6 -0.32 2.15 -0.42
H7 -0.77 2.24 1.24

Output
HOMO: -9.88 eV
Gap between HOMO and LUMO: 0.4011 Eh
Net charge: 0
SMILES string: NC=O.C=C



#Q
Below is a cluster of 2 separate species, C3H7NO in total, with properties calculated with the ωB97M-V functional and the def2-TZVPD basis.

Element x y z (Å)
C1 -0.21 -0.04 -0.06
C2 1.04 -0.76 0.15
C3 -0.19 1.32 0.55
N1 -1.17 -0.43 -0.82
O1 -2.21 0.05 -1.17
H1 1.28 -0.69 1.22
H2 0.94 -1.82 -0.17
H3 1.97 -0.31 -0.30
H4 0.74 1.36 1.14
H5 -0.12 1.95 -0.26
H6 -1.16 1.47 0.95
H7 -0.91 -2.11 -1.22

Output
HOMO (spin up / spin down): -8.79 / -8.81 eV
Gap between HOMO and LUMO (spin up / spin down): 0.3115 / 0.3124 Eh
Net charge: 0



Stability summary - winner: #P; margin: 4.079 eV.



#P
Below is a cluster of 2 separate species, C3H7NO in total, with properties calculated with the ωB97M-V functional and the def2-TZVPD basis.

Element x y z (Å)
C1 -5.05 -3.56 -1.00
N1 -4.25 -4.53 -1.07
H1 -4.64 -2.64 -0.56
H2 -5.95 -3.46 -1.61
H3 -4.59 -5.32 -1.61
C2 4.11 2.66 -0.03
C3 2.85 2.69 0.34
O1 2.49 2.71 1.67
H4 4.42 2.87 -1.06
H5 4.89 2.38 0.66
H6 1.96 2.56 -0.26
H7 3.26 2.40 2.16

Output
HOMO: -9.16 eV
Gap between HOMO and LUMO: 0.3781 Eh
Net charge: 0
SMILES string: C=CO.C=N



#Q
Below is a cluster of 2 separate species, C3H7NO in total, with properties calculated with the ωB97M-V functional and the def2-TZVPD basis.

Element x y z (Å)
C1 -1.86 -0.83 -1.48
C2 1.13 0.98 0.31
C3 0.85 -0.45 0.60
N1 -0.88 -0.11 -1.38
O1 0.29 -0.65 1.83
H1 -2.51 -0.63 -2.38
H2 -2.21 -1.60 -0.89
H3 1.19 1.38 -0.71
H4 2.05 1.32 0.76
H5 0.35 1.64 0.86
H6 1.50 -1.19 0.20
H7 0.10 0.15 2.28

Output
HOMO (spin up / spin down): -8.90 / -6.97 eV
Gap between HOMO and LUMO (spin up / spin down): 0.3628 / 0.2675 Eh
Net charge: 0



#R
Below is a cluster of 2 separate species, C3H7NO in total, with properties calculated with the ωB97M-V functional and the def2-TZVPD basis.

Element x y z (Å)
O1 -1.18 0.29 -1.47
C1 -0.73 -0.77 -1.13
C2 -0.06 -1.02 0.18
C3 0.91 0.00 0.71
N1 -0.42 -0.11 1.27
H1 -0.39 2.41 -0.90
H2 0.05 3.01 -0.84
H3 -0.76 -1.65 -1.81
H4 0.15 -2.06 0.41
H5 1.08 0.90 0.13
H6 1.76 -0.37 1.27
H7 -0.41 -0.61 2.16

Output
HOMO: -9.88 eV
Gap between HOMO and LUMO: 0.3959 Eh
Net charge: 0
SMILES string: O=C[C@H]1CN1.[H][H]



#S
Below is an isolated molecule of C3H7NO, with properties calculated with the ωB97M-V functional and the def2-TZVPD basis.

Element x y z (Å)
C1 -1.79 -0.20 -0.98
O1 -0.95 -1.30 -0.62
C2 0.19 -0.91 -0.03
N1 0.43 0.31 0.15
C3 1.60 0.81 0.80
H1 -2.02 0.40 -0.10
H2 -1.27 0.44 -1.70
H3 -2.69 -0.63 -1.41
H4 0.80 -1.78 0.25
H5 2.34 0.06 1.11
H6 2.09 1.53 0.14
H7 1.28 1.37 1.69

Output
HOMO: -9.69 eV
Gap between HOMO and LUMO: 0.3977 Eh
Net charge: 0
SMILES string: C/N=C/OC



Stability summary - winner: #S; margin: 1.366 eV.



#P
Below is an isolated molecule of C3H7NO, with properties calculated with the ωB97M-V functional and the def2-TZVPD basis.

Element x y z (Å)
C1 -1.66 -0.18 -0.41
N1 -0.58 -0.53 0.51
C2 0.67 -0.62 -0.10
O1 0.90 -1.41 -0.99
C3 1.59 0.51 0.33
H1 -1.33 -0.41 -1.42
H2 -1.88 0.90 -0.36
H3 -2.56 -0.74 -0.19
H4 -0.56 0.03 1.35
H5 1.02 1.45 0.25
H6 2.44 0.56 -0.35
H7 1.93 0.43 1.37

Output
HOMO: -9.64 eV
Gap between HOMO and LUMO: 0.3865 Eh
Net charge: 0
SMILES string: CNC(C)=O



#Q
Below is a structure of composition C3H7NO, with properties calculated with the ωB97M-V functional and the def2-TZVPD basis.

Element x y z (Å)
C1 0.29 -0.02 0.39
C2 -0.78 -1.03 -0.06
C3 -0.74 1.01 -0.04
H1 2.03 0.82 -0.26
H2 2.12 -0.81 -0.23
H3 0.46 0.01 1.46
H4 -1.16 -1.73 0.70
H5 -0.42 -1.56 -0.95
H6 -1.12 1.69 0.72
H7 -0.43 1.62 -0.95
N1 1.50 -0.02 -0.41
O1 -1.74 0.00 -0.37

Output
HOMO: -9.54 eV
Gap between HOMO and LUMO: 0.3893 Eh
Net charge: 0



Stability summary - winner: #P; margin: 1.306 eV.



#P
Below is a cluster of 2 separate species, C3H7NO in total, with properties calculated with the ωB97M-V functional and the def2-TZVPD basis.

Element x y z (Å)
O1 1.75 0.98 2.21
C1 0.51 1.25 2.48
H1 0.36 2.21 3.12
H2 -0.24 0.43 2.37
C2 -0.27 0.57 -1.46
C3 0.07 -0.77 -1.66
N1 -0.37 -1.74 -0.69
H3 -0.30 0.79 -0.38
H4 -0.66 1.24 -2.30
H5 0.77 -1.13 -2.55
H6 -0.93 -1.30 0.08
H7 -0.68 -2.52 -1.22

Output
HOMO: -7.82 eV
Gap between HOMO and LUMO: 0.2934 Eh
Net charge: 0
SMILES string: C=CN.C=O



#Q
Below is an isolated molecule of C3H7NO, with properties calculated with the ωB97M-V functional and the def2-TZVPD basis.

Element x y z (Å)
C1 0.90 -1.59 0.03
N1 0.89 -0.06 -0.21
C2 -0.53 0.24 -0.47
O1 -0.98 -0.08 -1.54
C3 -1.26 1.00 0.60
H1 1.47 0.34 -0.96
H2 0.72 -1.99 -0.98
H3 1.96 -1.79 0.27
H4 1.18 0.36 0.67
H5 -1.57 0.33 1.40
H6 -2.14 1.46 0.15
H7 -0.63 1.78 1.04

Output
HOMO: -7.09 eV
Gap between HOMO and LUMO: 0.2770 Eh
Net charge: 0



Stability summary - winner: #Q; margin: 0.673 eV.